# 1
{"formula": "C23H10Cl5F6NO4PdS2", "method": "ωB97M-V with the def2-TZVPD basis set", "species": ["Pd", "F", "C", "F", "F", "S", "O", "O", "N", "S", "O", "O", "C", "F", "F", "F", "C", "C", "C", "C", "C", "C", "C", "C", "C", "C", "C", "C", "C", "C", "C", "H", "H", "H", "H", "H", "H", "H", "H", "H", "H", "Cl", "C", "C", "C", "Cl", "C", "Cl", "C", "Cl", "C", "Cl"], "xyz": [[-0.599698, 2.012773, -1.129220], [-3.386332, 2.539736, 1.798712], [-2.341509, 3.283850, 1.447896], [-2.367462, 4.434353, 2.137768], [-1.227697, 2.648082, 1.714084], [-2.574473, 3.807150, -0.320203], [-1.371352, 4.451578, -0.815683], [-3.750874, 4.622348, -0.212843], [-2.896960, 2.383169, -1.036392], [-2.903691, 2.373761, -2.662227], [-1.715507, 2.953585, -3.261105], [-4.170942, 2.795894, -3.187787], [-2.969882, 0.548519, -3.007546], [-1.868725, -0.120461, -2.771003], [-3.261789, 0.465469, -4.312177], [-3.971623, 0.030643, -2.302034], [-0.164869, 0.364968, -0.178557], [0.030496, -0.675805, 0.419093], [0.227465, -1.905192, 1.122302], [-0.946080, -2.686150, 1.452079], [-2.164393, -2.503025, 0.745620], [-3.312702, -3.212212, 1.057016], [-3.335616, -4.138112, 2.099533], [-2.167760, -4.306853, 2.840977], [-1.011827, -3.604696, 2.536528], [1.582797, -2.271471, 1.456042], [2.020851, -3.607278, 1.681581], [3.342588, -3.911433, 1.967389], [4.318700, -2.918240, 2.037774], [3.925368, -1.604767, 1.781332], [2.609017, -1.288127, 1.492941], [-2.178854, -1.776031, -0.059152], [-4.212920, -3.037842, 0.473664], [-4.237249, -4.689488, 2.342441], [-2.164770, -4.984027, 3.691594], [-0.140899, -3.729003, 3.165101], [1.303301, -4.410753, 1.592080], [3.624398, -4.950994, 2.115739], [5.351960, -3.162616, 2.259527], [4.666153, -0.809665, 1.807590], [2.330389, -0.260524, 1.286733], [1.565367, 3.770631, 0.687067], [2.131916, 3.202317, -0.847109], [1.298031, 2.447204, -1.667065], [1.851849, 1.961173, -2.848544], [0.922494, 0.940620, -3.893035], [3.155920, 2.269910, -3.237184], [3.791550, 1.678047, -4.733851], [3.947643, 3.064698, -2.420648], [5.557039, 3.476313, -2.900962], [3.437752, 3.527169, -1.216558], [4.423408, 4.510804, -0.189320]], "forces_ev_per_a": [[1.122, 0.271, -0.297], [0.058, 0.017, 0.177], [-0.182, 0.047, -0.346], [0.060, -0.113, 0.193], [0.048, -0.023, 0.119], [-0.829, 0.526, -0.495], [-0.329, -0.432, 0.338], [0.093, -0.001, -0.070], [1.014, -0.024, -0.121], [-0.789, 0.698, -0.095], [-0.356, -0.435, 0.299], [0.112, 0.070, 0.010], [-0.118, 0.349, 0.167], [0.089, -0.131, -0.016], [0.016, -0.207, -0.062], [-0.016, -0.153, -0.077], [0.234, 0.763, -0.421], [0.052, -0.524, 0.192], [-0.091, -0.041, 0.032], [0.097, 0.092, 0.011], [-0.074, -0.042, 0.053], [0.108, 0.072, -0.025], [0.037, 0.013, 0.033], [0.065, 0.073, -0.060], [-0.031, -0.004, -0.195], [0.013, 0.009, -0.020], [-0.010, 0.215, 0.095], [-0.048, 0.081, -0.025], [-0.051, -0.052, -0.029], [-0.097, 0.017, -0.028], [0.070, -0.073, 0.005], [-0.012, -0.042, 0.031], [0.038, 0.008, 0.010], [0.017, 0.015, -0.011], [0.023, 0.010, -0.030], [0.046, -0.038, 0.021], [-0.033, -0.058, 0.023], [-0.032, 0.021, 0.009], [-0.033, 0.010, -0.004], [-0.048, -0.010, -0.007], [0.034, -0.032, 0.011], [-0.085, -0.083, -0.060], [0.080, 0.141, -0.041], [-0.220, -1.207, 0.764], [0.070, 0.091, -0.134], [-0.066, 0.028, 0.122], [-0.144, -0.037, -0.125], [0.045, 0.028, 0.041], [0.119, 0.016, -0.041], [0.009, -0.002, 0.000], [-0.109, 0.118, 0.125], [0.037, -0.031, -0.044]], "nbo_charge": [0.611, -0.305, 0.751, -0.322, -0.277, 2.191, -0.922, -0.930, -1.204, 2.192, -0.921, -0.930, 0.749, -0.279, -0.321, -0.307, -0.418, 0.014, -0.424, 0.116, -0.279, -0.212, -0.327, -0.218, -0.296, 0.016, -0.228, -0.235, -0.333, -0.200, -0.264, 0.219, 0.189, 0.182, 0.182, 0.203, 0.195, 0.181, 0.182, 0.187, 0.220, 0.023, 0.024, -0.184, -0.072, 0.034, -0.089, 0.019, -0.090, 0.016, -0.125, 0.018], "total_charge": -2, "orbital_gap_ev": 3.865, "energy_ev": -137758.87539, "homo_energy_ev": -0.004}



# 2
{"formula": "C23H10Cl80N2O6PS2", "method": "ωB97M-V with the def2-TZVPD basis set", "species": ["C", "C", "C", "S", "O", "O", "N", "S", "O", "O", "P", "N", "O", "O", "H", "H", "H", "H", "H", "H", "H", "H", "H", "H", "C", "Cl", "Cl", "Cl", "Cl", "C", "Cl", "Cl", "Cl", "Cl", "C", "Cl", "Cl", "Cl", "Cl", "C", "Cl", "Cl", "Cl", "Cl", "C", "Cl", "Cl", "Cl", "Cl", "C", "Cl", "Cl", "Cl", "Cl", "C", "Cl", "Cl", "Cl", "Cl", "C", "Cl", "Cl", "Cl", "Cl", "C", "Cl", "Cl", "Cl", "Cl", "C", "Cl", "Cl", "Cl", "Cl", "C", "Cl", "Cl", "Cl", "Cl", "C", "Cl", "Cl", "Cl", "Cl", "C", "Cl", "Cl", "Cl", "Cl", "C", "Cl", "Cl", "Cl", "Cl", "C", "Cl", "Cl", "Cl", "Cl", "C", "Cl", "Cl", "Cl", "Cl", "C", "Cl", "Cl", "Cl", "Cl", "C", "Cl", "Cl", "Cl", "Cl", "C", "Cl", "Cl", "Cl", "Cl", "C", "Cl", "Cl", "Cl", "Cl"], "xyz": [[2.881123, 0.760591, 2.484895], [2.801877, -0.126269, 1.262824], [2.992271, -1.593573, 1.554694], [1.534160, -2.372603, 2.237019], [1.178340, -1.716954, 3.470490], [1.916859, -3.732974, 2.418478], [0.425236, -2.323528, 1.045835], [-1.045070, -1.877003, 1.511495], [-1.510592, -2.435440, 2.734169], [-1.922278, -2.201598, 0.433932], [-1.236624, 0.268261, 1.560971], [-2.711334, 0.648439, 1.810046], [-0.276054, 0.773978, 2.730763], [-0.688417, 0.831470, 0.184008], [2.201822, 0.447634, 3.248328], [2.648999, 1.764471, 2.171817], [3.879528, 0.801710, 2.880968], [1.923639, 0.066759, 0.676298], [3.627937, 0.169867, 0.631502], [3.177326, -2.109486, 0.632986], [3.789077, -1.751361, 2.252471], [-2.975574, 1.205754, 1.008363], [-0.754470, 0.546540, 3.535320], [0.013950, 1.456780, 0.337811], [0.108179, 4.851218, -0.931516], [0.834284, 4.075886, -2.347255], [0.844488, 6.439602, -0.677945], [-1.625376, 5.036236, -1.202659], [0.356773, 3.851319, 0.499334], [0.624772, -0.097108, -3.300758], [1.734579, 0.254823, -1.971627], [1.533841, -0.789471, -4.649224], [-0.588857, -1.244228, -2.755356], [-0.148412, 1.410580, -3.838198], [0.254577, -5.145364, -2.636617], [-0.293309, -4.247912, -1.233329], [-0.950626, -5.025983, -3.931665], [1.782325, -4.477769, -3.230184], [0.479934, -6.846783, -2.202047], [5.689964, -3.788251, -2.681963], [5.116269, -2.116331, -2.659283], [7.451426, -3.810313, -2.523264], [4.967380, -4.678838, -1.347196], [5.228949, -4.528602, -4.219321], [2.721487, 0.130671, -8.621145], [4.062827, 1.124180, -9.201370], [3.359617, -1.236676, -7.700858], [1.672830, 1.103372, -7.590000], [1.796622, -0.469579, -9.999961], [-5.606846, -3.631202, -0.255888], [-4.870445, -2.161009, 0.348408], [-5.718676, -4.808144, 1.057117], [-7.233197, -3.299862, -0.887090], [-4.613564, -4.295558, -1.559886], [-6.875641, 0.547910, -3.214045], [-5.733110, 1.881899, -3.435851], [-8.521484, 1.194312, -3.135489], [-6.738107, -0.559480, -4.581292], [-6.499023, -0.304872, -1.722472], [11.351598, -2.987734, -2.634646], [10.502125, -4.411217, -2.027114], [13.033524, -3.022721, -2.100021], [11.296224, -2.979640, -4.398980], [10.571641, -1.530570, -2.015446], [0.211612, -0.103811, -13.724435], [-0.436208, 0.824768, -12.373235], [-0.868579, 0.039934, -15.114238], [1.808063, 0.516678, -14.151875], [0.347250, -1.800945, -13.256227], [0.202271, -5.366538, 5.958122], [0.618143, -3.793069, 5.321143], [-0.050412, -5.264787, 7.714096], [-1.288336, -5.937091, 5.196538], [1.508711, -6.513527, 5.622524], [-3.210988, -3.353499, 9.966180], [-3.714681, -1.662342, 9.899462], [-1.579633, -3.455775, 10.633926], [-4.322958, -4.261067, 11.001838], [-3.224890, -4.037430, 8.345217], [4.142498, 3.503559, 5.527369], [4.474401, 5.167257, 5.026417], [3.911232, 3.454380, 7.278269], [2.689897, 2.924021, 4.721290], [5.511243, 2.477108, 5.088956], [-1.483751, -5.928625, 14.345047], [-1.977334, -4.236286, 14.280214], [0.143273, -6.041695, 15.024099], [-2.610025, -6.831026, 15.365385], [-1.490959, -6.607815, 12.718503], [-7.960547, -1.875206, 8.649532], [-8.934864, -2.490033, 9.991743], [-6.516686, -2.864574, 8.469406], [-8.908472, -1.931388, 7.161881], [-7.490215, -0.205180, 8.984423], [-9.144293, -4.455652, -4.344425], [-9.697662, -2.784258, -4.243164], [-7.544484, -4.609638, -3.623670], [-10.278489, -5.491955, -3.466672], [-9.089045, -4.954959, -6.041632], [2.085527, 10.746149, -1.010261], [1.357633, 11.680421, 0.299000], [1.126451, 10.942503, -2.478835], [3.731254, 11.313022, -1.301279], [2.133145, 9.040410, -0.562258], [16.460262, -0.492068, -2.265880], [17.160417, 1.126063, -2.152683], [16.962588, -1.448990, -0.869104], [14.701505, -0.380342, -2.294552], [17.022757, -1.273789, -3.746014], [-11.602870, 3.673145, -2.679575], [-11.810808, 1.959860, -3.064209], [-11.468625, 3.868954, -0.931135], [-10.143813, 4.290626, -3.450869], [-13.001135, 4.580701, -3.267948], [5.963141, 7.948632, -2.309596], [6.415949, 9.556843, -2.886025], [5.874188, 7.959859, -0.547066], [4.390950, 7.506729, -2.976785], [7.174244, 6.775594, -2.831871], [-8.514729, 8.329633, -2.198487], [-7.906573, 8.487525, -0.549114], [-7.215984, 7.763719, -3.252128], [-9.839928, 7.166696, -2.230975], [-9.090251, 9.901496, -2.766883]], "forces_ev_per_a": [[-0.171, 0.095, -0.606], [0.944, 0.211, 0.372], [-1.358, 0.571, -0.457], [0.044, -0.867, -0.368], [-0.229, 1.109, 0.189], [0.664, -1.426, -0.120], [0.136, 1.331, 1.253], [0.566, -1.061, -0.971], [0.208, 0.293, 1.776], [-0.430, 0.238, -1.893], [-1.606, -0.352, 0.437], [0.004, -0.044, -0.054], [0.560, 0.099, -0.559], [0.394, -0.443, 0.077], [-0.395, -0.128, 0.463], [-0.226, 0.578, 0.044], [0.564, -0.173, 0.267], [-0.692, -0.175, -0.099], [0.355, 0.110, -0.495], [0.187, -0.561, -0.414], [0.400, -0.275, 0.480], [-0.614, 0.136, -0.034], [0.121, 0.023, 0.534], [0.677, 0.480, -0.240], [-0.025, -0.088, -0.252], [0.056, 0.220, 0.300], [-0.258, -0.364, -0.059], [-0.019, 0.053, -0.003], [0.192, 0.104, 0.212], [-0.191, -0.217, 0.038], [0.099, 0.051, -0.081], [0.069, -0.032, 0.006], [0.048, 0.221, 0.003], [-0.053, -0.254, -0.091], [-0.201, 0.161, 0.299], [0.111, -0.120, -0.106], [-0.082, -0.041, -0.106], [0.066, 0.004, -0.017], [0.058, -0.069, -0.074], [-0.073, 0.077, 0.065], [-0.040, 0.032, 0.022], [-0.128, 0.004, -0.037], [-0.002, 0.013, 0.004], [0.008, -0.058, -0.046], [-0.038, -0.003, 0.054], [0.039, 0.014, -0.023], [0.002, 0.010, 0.013], [0.012, 0.023, -0.054], [0.022, -0.034, -0.011], [0.046, 0.177, 0.143], [-0.083, -0.043, 0.086], [-0.031, -0.087, -0.008], [0.005, -0.060, 0.633], [0.039, -0.052, -0.088], [0.124, 0.001, 0.164], [-0.006, 0.067, -0.017], [0.023, -0.075, -0.041], [-0.019, -0.046, -0.055], [0.015, 0.327, -0.238], [-0.013, -0.043, 0.007], [0.172, -0.047, 0.040], [-0.211, -0.303, 0.021], [-0.004, 0.000, -0.031], [-0.011, 0.029, 0.012], [0.005, 0.015, 0.025], [-0.068, 0.043, -0.023], [-0.015, -0.004, -0.027], [0.033, 0.007, -0.007], [0.008, -0.034, 0.012], [0.053, 0.271, -0.092], [-0.082, -0.123, 0.043], [0.094, -0.104, 0.101], [-0.055, -0.060, 0.014], [0.005, -0.074, 0.029], [0.005, 0.000, -0.062], [0.134, 0.082, 0.107], [0.059, 0.018, 0.001], [-0.006, -0.016, 0.065], [-0.104, 0.023, -0.023], [-0.099, -0.026, -0.018], [0.022, 0.049, -0.006], [0.011, 0.010, 0.040], [0.016, 0.142, 0.181], [0.032, -0.013, -0.007], [-0.011, 0.012, -0.065], [-0.012, 0.021, 0.022], [0.030, -0.005, 0.023], [-0.021, -0.020, 0.031], [0.000, -0.015, -0.010], [0.054, -0.039, -0.037], [-0.031, -0.004, 0.039], [-0.161, -0.074, -0.124], [-0.025, 0.010, -0.012], [0.004, 0.040, 0.019], [0.113, -0.146, 0.042], [0.025, 0.091, 0.017], [-0.156, -0.138, -0.557], [-0.038, -0.043, 0.001], [-0.020, 0.009, -0.035], [0.010, 0.011, 0.009], [-0.008, 0.016, 0.015], [-0.015, -0.008, -0.024], [0.002, 0.024, 0.009], [0.186, 0.360, 0.087], [-0.035, 0.067, -0.014], [0.022, 0.015, 0.004], [0.012, -0.025, 0.030], [0.227, 0.295, -0.012], [0.015, -0.017, -0.027], [0.007, -0.039, -0.004], [-0.029, 0.041, -0.007], [0.008, 0.006, 0.029], [-0.073, -0.303, -0.153], [-0.045, 0.020, -0.007], [-0.047, -0.024, 0.005], [0.070, 0.014, -0.045], [-0.007, 0.008, 0.024], [-0.011, -0.009, -0.024], [0.025, -0.012, -0.003], [-0.048, 0.012, 0.054], [0.012, 0.007, 0.019], [0.025, -0.010, -0.025], [0.078, 0.294, 0.101], [-0.003, 0.030, -0.013]], "lowdin_charge": [-0.168, -0.302, -0.237, 0.464, -0.405, -0.353, -0.345, 0.342, -0.330, -0.465, 0.406, -0.164, -0.165, -0.199, 0.030, 0.039, 0.052, 0.030, 0.099, 0.084, 0.105, -0.023, 0.086, -0.036, -2.014, 0.510, 0.481, 0.545, 0.595, -2.007, 0.572, 0.488, 0.570, 0.490, -2.041, 0.575, 0.498, 0.482, 0.517, -2.054, 0.514, 0.482, 0.542, 0.509, -2.052, 0.521, 0.518, 0.515, 0.499, -2.022, 0.572, 0.533, 0.444, 0.522, -2.038, 0.519, 0.481, 0.517, 0.511, -2.049, 0.505, 0.494, 0.529, 0.527, -2.069, 0.513, 0.520, 0.519, 0.517, -2.039, 0.624, 0.465, 0.520, 0.514, -2.049, 0.511, 0.504, 0.501, 0.520, -2.050, 0.510, 0.520, 0.588, 0.529, -2.064, 0.510, 0.518, 0.515, 0.519, -2.055, 0.513, 0.503, 0.528, 0.518, -2.050, 0.510, 0.494, 0.517, 0.515, -2.042, 0.532, 0.533, 0.513, 0.463, -2.061, 0.520, 0.521, 0.497, 0.521, -2.052, 0.514, 0.530, 0.486, 0.521, -2.061, 0.503, 0.518, 0.516, 0.528, -2.058, 0.527, 0.524, 0.492, 0.517], "total_charge": -1, "orbital_gap_ev": 7.374, "energy_ev": -1072027.73543, "homo_energy_ev": -6.330}